(1)
{"formula": "C44H42ClNO6P2STi", "method": "ωB97M-V/def2-TZVPD", "elements": ["Ti", "C", "C", "P", "C", "C", "C", "C", "C", "C", "C", "C", "C", "C", "C", "C", "C", "P", "C", "C", "C", "C", "C", "C", "C", "C", "C", "C", "C", "C", "H", "H", "H", "H", "H", "H", "H", "H", "H", "H", "H", "H", "H", "H", "H", "H", "H", "H", "H", "H", "H", "H", "H", "H", "H", "H", "Cl", "C", "C", "C", "C", "O", "C", "C", "O", "C", "H", "H", "H", "H", "C", "C", "C", "C", "C", "C", "C", "S", "O", "O", "N", "C", "C", "C", "O", "O", "H", "H", "H", "H", "H", "H", "H", "H", "H", "H", "H", "H"], "coordinates": [[-1.0065, 0.0874, 0.0110], [-1.0258, 3.3023, 2.8762], [0.3677, 2.6666, 2.6926], [0.6644, 1.2874, 1.5020], [0.9118, -0.3519, 2.2608], [-0.1609, -1.0502, 2.8261], [-0.0181, -2.3714, 3.2287], [1.1930, -3.0169, 3.0585], [2.2571, -2.3413, 2.4708], [2.1230, -1.0280, 2.0566], [2.2467, 1.7788, 0.7866], [2.3510, 2.1137, -0.5603], [3.5388, 2.6391, -1.0525], [4.6109, 2.8406, -0.2025], [4.5088, 2.5136, 1.1445], [3.3326, 1.9887, 1.6440], [-2.0590, 3.0619, 1.7744], [-2.7094, 1.3408, 1.7159], [-4.2670, 1.4396, 0.7903], [-4.6620, 2.5912, 0.1158], [-5.8978, 2.6394, -0.5218], [-6.7463, 1.5456, -0.4763], [-6.3475, 0.3841, 0.1780], [-5.1084, 0.3235, 0.7898], [-3.2252, 1.0045, 3.4372], [-4.5818, 0.9977, 3.7702], [-4.9843, 0.8250, 5.0865], [-4.0462, 0.6631, 6.0927], [-2.6942, 0.6930, 5.7811], [-2.2879, 0.8641, 4.4688], [-0.8768, 4.3798, 2.9477], [-1.4564, 3.0118, 3.8301], [0.7953, 2.3633, 3.6507], [1.0447, 3.4222, 2.2933], [-1.1220, -0.5874, 2.9712], [-0.8584, -2.8898, 3.6712], [1.3081, -4.0472, 3.3666], [3.2070, -2.8435, 2.3351], [2.9618, -0.5391, 1.5815], [1.5181, 1.9579, -1.2255], [3.6324, 2.8710, -2.1043], [5.5380, 3.2417, -0.5893], [5.3525, 2.6624, 1.8045], [3.2626, 1.7406, 2.6970], [-1.6558, 3.3131, 0.7878], [-2.9187, 3.7082, 1.9601], [-4.0344, 3.4725, 0.0946], [-6.2020, 3.5450, -1.0299], [-7.7200, 1.5956, -0.9460], [-7.0085, -0.4722, 0.2159], [-4.8106, -0.5846, 1.3030], [-5.3401, 1.1374, 3.0149], [-6.0402, 0.8224, 5.3209], [-4.3651, 0.5233, 7.1167], [-1.9514, 0.5870, 6.5603], [-1.2260, 0.9048, 4.2736], [-5.1176, 2.5016, -5.5334], [-4.3139, 1.7438, -4.2172], [-4.8857, 0.6013, -3.6255], [-4.2990, -0.0339, -2.5549], [-3.1145, 0.4737, -2.0282], [-2.5342, -0.1062, -0.9898], [-2.5014, 1.5869, -2.6516], [-1.2171, 1.9832, -2.2605], [-0.5522, 1.4622, -1.3107], [-3.1221, 2.2222, -3.7555], [-5.8129, 0.2189, -4.0333], [-4.7447, -0.9122, -2.1119], [-0.7127, 2.7757, -2.8172], [-2.6466, 3.0728, -4.2275], [7.0343, -5.4577, -4.2437], [6.2939, -4.3065, -3.6260], [5.6491, -3.3577, -4.4152], [4.9764, -2.2887, -3.8443], [4.9476, -2.1731, -2.4616], [5.5932, -3.1004, -1.6497], [6.2584, -4.1588, -2.2375], [4.0448, -0.8661, -1.7228], [3.8552, 0.1695, -2.6951], [4.5975, -0.6136, -0.4213], [2.5327, -1.4376, -1.4166], [1.5132, -1.4993, -2.4544], [0.5591, -2.6561, -2.1817], [0.1497, -2.7186, -0.7344], [0.2669, -3.6645, -0.0262], [-0.3958, -1.5551, -0.2196], [6.9245, -5.4686, -5.3261], [6.6694, -6.4076, -3.8515], [8.0986, -5.3974, -4.0116], [5.6848, -3.4499, -5.4933], [4.5044, -1.5361, -4.4617], [5.5906, -2.9731, -0.5751], [6.7723, -4.8791, -1.6128], [2.5349, -2.1809, -0.7294], [1.9598, -1.6113, -3.4434], [0.9540, -0.5589, -2.4776], [1.0206, -3.6202, -2.3886], [-0.3273, -2.5506, -2.8092]], "de_lowest_ev": 1.184, "e_lumo_ev": -7.16, "homo_lumo_gap_ha": 0.2158, "homo_ev": -13.03, "charge": 2}

=====

(2)
{"formula": "C2H6N4OS", "method": "ωB97M-V/def2-TZVPD", "elements": ["N", "N", "C", "N", "N", "C", "O", "S", "H", "H", "H", "H", "H", "H"], "coordinates": [[0.4150, 2.0336, -0.0789], [-0.8371, 1.2626, 0.1827], [-0.5846, 0.1014, 0.0742], [-1.7082, -0.7490, 0.0492], [-3.0499, -0.2831, -0.1168], [0.6100, -0.6837, -0.0834], [0.5276, -1.8810, 0.0812], [2.2646, -0.0188, -0.1286], [0.9791, 1.9866, 0.9868], [-0.1774, 3.0303, -0.0922], [-1.4690, -1.5329, 0.6630], [-3.0881, 0.8739, 0.2375], [-3.2456, -0.1070, -1.1115], [2.6547, -1.2574, 0.5253]], "de_lowest_ev": 5.676, "e_lumo_ev": -0.29, "homo_lumo_gap_ha": 0.3211, "smiles": "N/N=C(/NN)C(=O)S", "homo_ev": -9.03}

=====

(3)
{"formula": "C4H5IN2", "method": "ωB97M-V/def2-TZVPD", "elements": ["I", "N", "C", "C", "C", "C", "N", "H", "H", "H", "H", "H"], "coordinates": [[3.4601, -0.1612, 0.0067], [1.4807, 0.0779, -0.0995], [0.7033, -1.0640, -0.2023], [-0.6326, -1.0281, -0.0359], [-1.2396, 0.2955, 0.2830], [-0.3368, 1.4082, -0.1739], [0.9060, 1.2523, -0.2160], [1.2385, -1.9310, -0.3385], [-1.2554, -1.8041, -0.3295], [-2.1801, 0.4208, -0.1652], [-1.4721, 0.1575, 1.4419], [-0.6720, 2.3762, -0.1708]], "de_lowest_ev": 2.798, "e_lumo_ev": -0.22, "homo_lumo_gap_ha": 0.2771, "smiles": "IN1C=CCC=N1", "homo_ev": -7.76}

=====

(4)
{"formula": "C39H50B2F6N10O3STi", "method": "ωB97M-V/def2-TZVPD", "elements": ["Ti", "C", "C", "C", "C", "C", "C", "N", "N", "B", "N", "C", "C", "C", "N", "C", "C", "C", "N", "C", "C", "C", "N", "C", "C", "C", "H", "H", "H", "H", "H", "H", "H", "H", "H", "H", "H", "H", "H", "H", "H", "H", "H", "H", "H", "H", "H", "H", "H", "H", "H", "H", "H", "H", "N", "C", "S", "N", "N", "C", "C", "C", "C", "C", "C", "N", "H", "H", "H", "H", "H", "H", "H", "C", "C", "O", "C", "F", "F", "F", "C", "F", "F", "F", "H", "H", "H", "C", "C", "C", "C", "C", "C", "C", "C", "O", "B", "O", "C", "C", "H", "H", "H", "H", "H", "H", "H", "H", "H", "H", "H", "H"], "coordinates": [[-0.0268, 0.3081, 1.1974], [-3.8411, -2.9262, 1.4779], [-3.0200, -2.5844, 2.7205], [-3.3936, -1.2817, 3.4118], [-1.5409, -2.8251, 2.5056], [-1.0764, -4.1234, 2.7461], [0.2769, -4.0652, 2.5596], [0.6005, -2.8129, 2.2309], [-0.5091, -2.0147, 2.1607], [2.0778, -2.3995, 2.1791], [2.5993, -2.1845, 0.7676], [3.6576, -2.8113, 0.2348], [3.9741, -2.1843, -0.9421], [3.0349, -1.1459, -1.0611], [2.1935, -1.1599, -0.0153], [3.0489, -0.1629, -2.2001], [3.1004, -0.8965, -3.5419], [4.2604, 0.7704, -2.0838], [2.3201, -1.1544, 3.0331], [3.2821, -1.0396, 3.9563], [3.3135, 0.2658, 4.3849], [2.3129, 0.9118, 3.6490], [1.7084, 0.0315, 2.8318], [1.9941, 2.3753, 3.7498], [3.2298, 3.2122, 3.4077], [1.4889, 2.7485, 5.1449], [-4.9058, -2.8967, 1.7163], [-3.6573, -2.2447, 0.6608], [-3.5940, -3.9323, 1.1354], [-3.2733, -3.3670, 3.4428], [-3.0058, -0.4100, 2.8950], [-4.4779, -1.1898, 3.4690], [-3.0075, -1.2838, 4.4305], [-1.6722, -4.9686, 3.0440], [1.0450, -4.8103, 2.6699], [2.7138, -3.2982, 2.6615], [4.1068, -3.6479, 0.7429], [4.7648, -2.4334, -1.6282], [2.1570, 0.4555, -2.1571], [4.0657, -1.3920, -3.6670], [2.3231, -1.6543, -3.6142], [2.9721, -0.1947, -4.3688], [5.1897, 0.2014, -2.1566], [4.2520, 1.5027, -2.8954], [4.2615, 1.3007, -1.1327], [3.8749, -1.8958, 4.2287], [3.9660, 0.7005, 5.1221], [1.2254, 2.6021, 3.0189], [4.0364, 3.0170, 4.1175], [3.5920, 2.9845, 2.4061], [2.9895, 4.2762, 3.4578], [2.2730, 2.5944, 5.8899], [1.2063, 3.8030, 5.1743], [0.6279, 2.1521, 5.4434], [1.7173, 4.0853, -0.7214], [1.1004, 3.1768, 0.0659], [1.9134, 1.6808, 0.3728], [-0.0449, 3.5107, 0.5997], [-0.4641, 2.5549, 1.4848], [-1.2691, 2.9481, 2.3936], [-1.5179, 2.0512, 3.5177], [-2.2153, 2.4528, 4.6459], [-2.2021, 1.6248, 5.7579], [-1.4840, 0.4435, 5.7041], [-0.8512, 0.1014, 4.5161], [-0.8832, 0.8777, 3.4422], [2.4283, 3.7592, -1.3516], [1.1978, 4.9107, -0.9702], [-1.6253, 3.9741, 2.4057], [-2.7313, 3.4034, 4.6542], [-2.7254, 1.9125, 6.6601], [-1.4195, -0.2178, 6.5566], [-0.3047, -0.8275, 4.4145], [-2.7505, 2.2944, -0.4932], [-2.9473, 0.8646, 0.0461], [-1.9064, 0.3740, 0.8339], [-3.2580, -0.1175, -1.1505], [-4.5744, -0.3400, -1.3068], [-2.6729, -1.3005, -0.9924], [-2.8314, 0.3807, -2.3211], [-4.2335, 0.9772, 0.9184], [-5.1895, 1.6739, 0.2813], [-4.7794, -0.1808, 1.2806], [-3.9534, 1.6530, 2.0497], [-1.7170, 2.4703, -0.7473], [-3.0384, 3.0246, 0.2605], [-3.3553, 2.4696, -1.3783], [-1.8358, -0.8902, -7.4766], [-0.5456, -1.2955, -6.7511], [-0.5992, -2.7999, -6.4847], [0.6609, -1.0132, -7.6571], [-0.4092, -0.4874, -5.4594], [-0.3551, 0.9091, -5.5315], [-0.2318, 1.7184, -4.4061], [-0.1511, 1.0767, -3.1918], [-0.0454, 1.6074, -1.9319], [0.0061, 0.5167, -1.0461], [-0.0770, -0.6649, -1.7860], [-0.1870, -0.2983, -3.1037], [-0.3306, -1.1051, -4.2092], [-1.9477, -1.4671, -8.3974], [-1.8326, 0.1675, -7.7416], [-2.7069, -1.0762, -6.8462], [-0.6944, -3.3325, -7.4324], [-1.4559, -3.0690, -5.8641], [0.3091, -3.1547, -5.9939], [0.5791, -1.5860, -8.5836], [1.5904, -1.2962, -7.1592], [0.7282, 0.0430, -7.9198], [-0.4173, 1.3896, -6.4995], [-0.2081, 2.7973, -4.4810], [-0.3697, -2.1776, -4.0875]], "de_lowest_ev": 0.691, "e_lumo_ev": -0.72, "homo_lumo_gap_ha": 0.2555, "homo_ev": -7.68}

=====

(5)
{"formula": "C5H12N2O", "method": "ωB97M-V/def2-TZVPD", "elements": ["O", "C", "C", "C", "C", "C", "N", "N", "H", "H", "H", "H", "H", "H", "H", "H", "H", "H", "H", "H"], "coordinates": [[2.2315, 2.2735, -0.2510], [2.2181, 1.0924, -0.4408], [0.9061, 0.3031, -0.5448], [0.1683, 0.3326, 0.8098], [-1.3348, 0.3014, 0.6262], [-3.0805, -1.5125, 0.5893], [-1.7700, -1.0377, 0.2183], [1.1409, -1.0655, -0.9663], [3.1559, 0.5147, -0.5719], [0.3133, 0.8681, -1.2607], [0.5012, -0.5490, 1.3587], [0.5001, 1.2341, 1.3185], [-1.6154, 0.8796, -0.2716], [-2.0063, 0.6354, 1.4065], [-2.9789, -2.5780, 0.8184], [-3.7597, -1.4054, -0.2663], [-3.4774, -0.9767, 1.4397], [-1.5065, -1.2684, -0.7431], [0.9557, -1.7883, -0.2970], [1.9027, -1.2145, -1.6064]], "de_lowest_ev": 1.335, "e_lumo_ev": [-3.16, -7.87], "homo_lumo_gap_ha": [0.3595, 0.1864], "spin_multiplicity": 2, "s_squared": 0.754, "homo_ev": [-12.95, -12.94], "charge": 1}

=====

(6)
{"formula": "B5F12H8Sn", "method": "ωB97M-V/def2-TZVPD", "elements": ["Sn", "B", "H", "H", "H", "H", "B", "H", "H", "H", "H", "B", "F", "F", "F", "F", "B", "F", "F", "F", "F", "B", "F", "F", "F", "F"], "coordinates": [[3.5641, -13.3549, -16.9425], [3.1065, -12.5918, -20.1935], [3.0529, -11.6535, -19.6633], [2.2228, -13.1872, -20.0243], [3.3325, -12.4229, -21.2349], [3.9886, -13.0671, -19.7930], [3.0620, -15.8645, -18.7744], [4.0499, -15.5294, -19.0502], [2.3402, -15.1009, -19.0198], [2.8207, -16.7037, -19.4082], [2.8897, -16.1248, -17.7416], [1.9523, -11.3124, -13.7647], [2.0753, -12.0243, -14.9300], [0.6696, -10.7728, -13.7208], [2.0496, -12.2137, -12.7256], [2.9080, -10.3318, -13.5859], [6.1609, -10.8945, -16.6679], [7.3108, -11.4326, -16.1618], [5.0912, -11.0719, -15.8560], [6.5133, -9.6120, -16.9339], [5.8336, -11.5191, -17.7756], [4.6228, -14.6336, -13.8952], [3.5245, -15.1851, -14.6319], [4.6054, -15.1301, -12.5783], [5.7161, -15.0963, -14.5374], [4.5557, -13.2481, -14.0074]], "e_lumo_ev": 6.51, "homo_lumo_gap_ha": 0.2673, "homo_ev": -0.76, "charge": -3}

=====

Number 1: calculated total energy -125124.5719 eV. Number 2: calculated total energy -21009.6300 eV. Number 3: calculated total energy -15306.7469 eV. Number 4: calculated total energy -113913.6514 eV. Number 5: calculated total energy -10397.9669 eV. Number 6: calculated total energy -41965.2865 eV.